Record 1
55
Properties=species:S:1:pos:R:3 method="wB97M-V/def2-TZVPD" lumo_ev=-3.008 largest_force_ev_per_a=0.284 e_homo_ev=-10.091 charge=+1 de_lowest_kcal_mol=1.4 energy_ha=-1783.93339 homo_lumo_gap_ev=7.1
W 0.6416 -0.0799 -0.1667
O -0.0628 1.7001 -0.5174
C 0.3162 2.9269 -0.8756
C -0.6461 3.9363 -0.9436
C -0.2736 5.2045 -1.3372
C 1.0538 5.5062 -1.6590
C 2.0065 4.5208 -1.5664
C 1.6470 3.2211 -1.1745
C 2.6530 2.2263 -0.9885
N 2.4568 0.9967 -0.6516
C 3.6703 0.2255 -0.3698
C 3.4891 -1.1864 -0.8803
N 2.0520 -1.4873 -1.0529
C 1.8471 -2.6094 -1.6565
C 0.5846 -3.2163 -1.9300
C 0.5231 -4.4512 -2.5962
C -0.6871 -5.0673 -2.8027
C -1.8553 -4.4601 -2.3301
C -1.8163 -3.2486 -1.6720
C -0.5882 -2.6125 -1.4803
O -0.5639 -1.4312 -0.8647
H -1.6714 3.7084 -0.6864
H -1.0255 5.9810 -1.3921
H 1.3271 6.5061 -1.9638
H 3.0445 4.7351 -1.7913
H 3.6833 2.5580 -1.1133
H 3.8211 0.2363 0.7099
H 4.5387 0.6919 -0.8372
H 3.9113 -1.9020 -0.1735
H 3.9890 -1.3192 -1.8405
H 2.7239 -3.1728 -1.9766
H 1.4415 -4.9099 -2.9422
H -0.7374 -6.0164 -3.3168
H -2.8094 -4.9484 -2.4793
H -2.7181 -2.7811 -1.3011
C -2.7639 0.5675 -0.7497
C -2.4827 0.3402 0.7062
C -3.5837 0.4118 1.5918
C -3.4131 0.2159 2.9255
C -2.1246 -0.0649 3.4220
C -1.8849 -0.2852 4.7997
C -0.6257 -0.5598 5.2418
C 0.4385 -0.6236 4.3203
C 0.2321 -0.4134 2.9837
S 1.5906 -0.4991 1.8577
C -1.0653 -0.1251 2.4969
N -1.2568 0.0826 1.1462
H -3.8326 0.6954 -0.9025
H -2.4185 -0.2694 -1.3503
H -2.2492 1.4544 -1.1100
H -4.5607 0.6253 1.1829
H -4.2512 0.2699 3.6093
H -2.7198 -0.2315 5.4865
H -0.4345 -0.7298 6.2921
H 1.4396 -0.8427 4.6701

=====

Record 2
58
Properties=species:S:1:pos:R:3 method="wB97M-V/def2-TZVPD" lumo_ev=2.394 largest_force_ev_per_a=0.810 e_homo_ev=-5.393 charge=-1 de_lowest_kcal_mol=3.8 energy_ha=-1771.84046 homo_lumo_gap_ev=7.8
Tl -0.0198 -0.0435 -0.1954
N -2.2936 -0.9969 0.4409
C -2.1246 -2.4058 0.7897
C -0.8825 -3.0833 0.1482
O -0.8806 -4.3111 0.0839
N 0.0745 -2.2533 -0.2096
C 1.3336 -2.7743 -0.6819
C 2.4970 -1.7365 -0.6260
O 3.6411 -2.1649 -0.5894
O 2.1767 -0.5044 -0.6655
H -2.7687 -0.4688 1.1654
H -2.8147 -0.9076 -0.4259
H -2.9979 -3.0186 0.5306
H -1.9829 -2.4870 1.8709
H 1.2483 -3.0740 -1.7392
H 1.6249 -3.6594 -0.1056
O 1.4391 3.3620 1.8379
C 1.0402 2.2393 1.5549
O -0.0665 1.9622 0.9983
C 1.8969 1.0314 1.9277
C 3.2759 1.1534 2.1684
C 3.9959 0.0182 2.4149
C 3.3162 -1.2042 2.5982
C 3.9591 -2.4045 2.9578
C 3.2333 -3.5334 3.2128
C 1.8343 -3.5126 3.1174
C 1.1825 -2.3784 2.7231
C 1.9058 -1.2088 2.4254
N 1.2475 -0.1095 1.9965
H 3.7307 2.1284 2.0854
H 5.0747 0.0416 2.4851
H 5.0368 -2.4146 3.0309
H 3.7286 -4.4490 3.5014
H 1.2710 -4.4032 3.3523
H 0.1093 -2.3503 2.6454
N -0.4542 3.7436 -1.0508
C -1.7347 3.3131 -0.7867
C -2.5092 3.9823 0.1655
C -3.8438 3.6871 0.3424
C -4.4508 2.7175 -0.4414
C -3.6918 2.0317 -1.3729
C -2.3421 2.2986 -1.5472
C -1.5758 1.5515 -2.5698
C -1.9139 1.7381 -3.9090
C -1.2114 1.1013 -4.9142
C -0.1538 0.2683 -4.5897
C 0.1657 0.0464 -3.2584
C -0.5437 0.6703 -2.2380
H -0.0055 4.1758 -0.2523
H 0.1414 3.0412 -1.4727
H -2.0272 4.7374 0.7696
H -4.4218 4.2210 1.0861
H -5.5033 2.4994 -0.3248
H -4.1497 1.2652 -1.9848
H -2.7317 2.4040 -4.1468
H -1.4865 1.2513 -5.9510
H 0.4182 -0.2092 -5.3741
H 0.9840 -0.6147 -3.0040

=====

Record 3
67
Properties=species:S:1:pos:R:3 method="wB97M-V/def2-TZVPD" lumo_ev=1.807 largest_force_ev_per_a=0.368 e_homo_ev=-5.357 charge=-1 de_lowest_kcal_mol=3.1 energy_ha=-9029.83787 homo_lumo_gap_ev=7.2
Al 1.0939 -3.0892 -0.6652
Cl 5.3166 0.7813 4.0802
C 4.4796 -0.1431 2.8892
C 3.2902 -0.7870 3.2070
Cl 2.6184 -0.6322 4.7864
C 2.6155 -1.5237 2.2448
Cl 1.1166 -2.2854 2.6031
C 3.0910 -1.6074 0.9288
O 2.4319 -2.2206 -0.0201
C 4.3007 -0.9683 0.6296
Cl 4.8678 -1.0586 -0.9905
C 4.9847 -0.2453 1.5943
Cl 6.4576 0.5495 1.1843
C 0.5720 3.4744 3.7114
C -0.6762 3.3676 2.8435
C -1.4502 2.0699 3.0707
C -0.7616 0.8371 2.4943
N -0.7930 0.8289 1.0364
C 0.2666 1.0357 0.2080
Se 1.9545 1.5694 0.6712
N -0.1588 0.7866 -1.0605
C 0.6975 0.8146 -2.2430
C 0.8601 2.2171 -2.8181
C -0.4107 2.8015 -3.4305
C -0.7731 2.1708 -4.7712
C -1.4953 0.4250 -1.0445
C -2.3662 0.0537 -2.0578
C -3.6612 -0.2754 -1.6884
C -4.0683 -0.2423 -0.3527
C -3.1939 0.1247 0.6605
C -1.9001 0.4567 0.2890
H 1.0955 4.4149 3.5337
H 1.2764 2.6716 3.4918
H 0.3128 3.4275 4.7726
H -0.3919 3.4387 1.7892
H -1.3375 4.2145 3.0466
H -2.4503 2.1498 2.6348
H -1.5903 1.9062 4.1440
H -1.2429 -0.0818 2.8338
H 0.2877 0.7895 2.7835
H 0.2728 0.1209 -2.9678
H 1.6715 0.4256 -1.9381
H 1.6444 2.1676 -3.5809
H 1.2346 2.8589 -2.0183
H -0.2763 3.8780 -3.5664
H -1.2410 2.6929 -2.7259
H 0.0063 2.3711 -5.5101
H -1.7150 2.5632 -5.1575
H -0.8616 1.0847 -4.7058
H -2.0459 0.0057 -3.0889
H -4.3631 -0.5917 -2.4482
H -5.0812 -0.5274 -0.1004
H -3.4987 0.1157 1.6979
Se 0.7352 -1.8996 -5.2796
C 0.9566 -2.4210 -3.6091
N 1.1140 -2.7600 -2.5022
F 0.8992 -5.3554 1.0049
C 1.1147 -5.0612 -0.3407
F 2.3355 -5.6462 -0.6621
H 0.3643 -5.6454 -0.8892
O -0.5134 -2.4552 -0.1257
N -1.5857 -2.8667 -0.7771
C -2.6297 -2.9376 -0.0186
C -2.5619 -2.6986 1.4003
N -2.5133 -2.5328 2.5361
C -3.8706 -3.3657 -0.5949
N -4.8570 -3.7365 -1.0518

=====

Record 4
62
Properties=species:S:1:pos:R:3 method="wB97M-V/def2-TZVPD" lumo_ev="-3.646 / -4.190" s2=3.778 largest_force_ev_per_a=1.794 e_homo_ev="-9.564 / -10.116" charge=+1 de_lowest_kcal_mol=35.8 spin_multiplicity=4 energy_ha=-7155.85330 homo_lumo_gap_ev="5.9 / 5.9"
Tc 0.5242 -0.4136 -0.5391
C 4.8662 3.2368 1.0627
C 4.4090 3.7195 -0.3024
N 3.0248 3.3907 -0.6342
C 2.5152 2.1643 -0.6229
S 1.1558 1.8751 -1.9047
N 2.9784 1.1841 0.0337
N 2.4198 -0.0270 -0.0594
C 3.0458 -1.0431 0.5181
C 4.2730 -0.8484 1.3346
C 2.4669 -2.3185 0.2444
C 2.9564 -3.5532 0.7012
C 2.4308 -4.7233 0.2099
C 1.3848 -4.6613 -0.7203
C 0.8823 -3.4309 -1.0682
N 1.3804 -2.2809 -0.5968
H 5.8888 3.5654 1.2236
H 4.8360 2.1561 1.1070
H 4.2403 3.6397 1.8514
H 5.0672 3.2998 -1.0716
H 4.4766 4.8050 -0.3494
H 2.5538 4.0617 -1.2227
H 4.1642 0.0733 1.9021
H 5.1548 -0.7467 0.6995
H 4.4236 -1.6754 2.0209
H 3.7516 -3.5780 1.4257
H 2.8221 -5.6784 0.5203
H 0.9767 -5.5567 -1.1584
H 0.0599 -3.3427 -1.7670
C -1.8844 -0.9443 -2.9221
C -2.2827 -1.3970 -1.5571
C -3.4617 -2.1259 -1.3540
C -3.8162 -2.5606 -0.1001
C -3.0002 -2.2184 0.9963
C -3.2062 -2.6008 2.3438
Br -4.6995 -3.6793 2.7968
C -2.3412 -2.2116 3.3463
C -1.2406 -1.4166 3.0557
Br -0.0181 -0.9087 4.4014
C -0.9752 -1.0053 1.7448
O 0.0323 -0.2716 1.4030
C -1.8515 -1.4491 0.7129
N -1.4744 -1.0844 -0.5451
H -2.0860 -1.7173 -3.6595
H -0.8190 -0.6860 -2.9445
H -2.4532 -0.0551 -3.1976
H -4.0812 -2.3588 -2.2051
H -4.6974 -3.1611 0.0608
H -2.5112 -2.5212 4.3667
O -0.9016 2.8046 -0.1004
B -0.4678 2.4764 -1.3559
O -1.4708 2.5237 -2.2902
C -2.5942 2.8834 -1.5914
C -3.8842 3.0621 -2.0451
C -4.8330 3.3970 -1.0908
C -4.4938 3.5670 0.2447
C -3.1908 3.4121 0.6973
C -2.2492 3.0558 -0.2464
H -4.1304 2.9605 -3.0885
H -5.8566 3.5340 -1.3969
H -5.2634 3.8375 0.9499
H -2.9276 3.5686 1.7308

=====

- Look up the charge of the first one.
  +1